# CH2Cl2O2

A molecular structure, CH2Cl2O2 in a non-equilibrium geometry (ωB97M-V/def2-TZVPD, OMol25).

Geometry as XYZ:
```
7
CH2Cl2O2 ωB97M-V/def2-TZVPD
C 0.468 1.002 -1.247
O -0.968 -1.408 1.640
O -0.229 -1.754 0.566
Cl 0.420 2.164 0.026
Cl -0.560 -0.323 -1.108
H 1.378 0.907 -1.786
H -0.510 -0.588 1.910
```

HOMO level (spin up / spin down) = -8.519 / -10.265 eV
Frontier orbital gap (spin up / spin down) = 7.8 / 9.8 eV
E_tot = -1109.93778 hartree
ΔE to the lowest compared entry with this formula, charge and spin = 636.4 kJ/mol